Record 1
18
Properties=species:S:1:pos:R:3:nbo_charge:R:1 method="wB97M-V/def2-TZVPD" smiles=C[N+](C)(P)CP orbital_gap_ev=10.0 largest_force_ev_per_a=3.85 total_charge=+1 multiplicity=1 e_homo_ha=-0.497 relative_energy_ev=0.860
C 0.04 -1.08 0.88 -0.464
C 0.54 -0.80 -1.36 -0.431
C -0.65 0.99 -0.27 -0.520
N 0.44 -0.06 -0.03 -0.470
P -2.52 0.64 0.17 0.289
P 1.99 0.93 0.06 0.614
H -0.24 -0.86 1.87 0.251
H -0.79 -1.66 0.35 0.238
H 0.83 -1.79 1.25 0.258
H -0.47 -0.84 -1.68 0.237
H 1.30 -0.25 -2.04 0.240
H 1.11 -1.82 -1.27 0.259
H -0.59 1.34 -1.32 0.255
H -0.39 1.95 0.29 0.252
H -2.60 0.68 1.59 0.009
H -2.92 1.96 0.22 0.019
H 2.20 0.78 1.54 0.015
H 2.73 -0.10 -0.25 -0.052

Record 2
15
Properties=species:S:1:pos:R:3:nbo_charge:R:1 method="wB97M-V/def2-TZVPD" orbital_gap_ev=8.6 largest_force_ev_per_a=5.14 multiplicity=1 e_homo_ha=-0.338 relative_energy_ev=2.793
C -1.07 0.88 -0.31 -0.423
C -0.07 0.00 -0.02 0.054
C -4.09 -0.02 -1.10 0.295
C 0.27 -1.15 -1.01 -0.631
C 0.95 0.30 1.08 -0.662
F -4.26 -1.26 -1.43 -0.320
Br -5.06 0.23 0.48 0.024
H -1.59 0.59 -1.12 0.191
H -1.30 1.72 0.29 0.201
H 1.23 -1.01 -1.47 0.214
H -0.47 -1.24 -1.68 0.205
H 0.43 -2.05 -0.44 0.207
H 1.95 0.77 0.79 0.222
H 1.12 -0.64 1.65 0.208
H 0.62 0.98 1.82 0.215

Record 3
123
Properties=species:S:1:pos:R:3:mulliken_charge:R:1 method="wB97M-V/def2-TZVPD" orbital_gap_ev=6.7 largest_force_ev_per_a=3.71 total_charge=-1 multiplicity=1 e_homo_ha=-0.183
C 0.46 -1.93 4.85 -1.288
C 1.83 -2.22 4.30 0.847
N 2.04 -3.34 3.79 -0.842
C 2.93 -1.16 4.37 -1.389
C 2.96 -0.41 3.02 0.845
O 4.15 0.35 2.92 -0.031
P 3.97 1.88 3.73 -0.419
P 4.39 3.16 1.88 0.382
O 5.10 2.32 0.65 -0.375
O 3.01 3.89 1.36 -0.516
S 5.61 4.62 2.43 -0.433
O 2.29 1.92 3.27 -0.560
C 1.84 0.66 2.89 0.345
C 0.96 0.61 1.66 -0.991
C 1.70 0.93 0.34 -0.221
C 2.33 -0.32 -0.32 -0.328
C 1.64 -0.72 -1.64 -0.955
C 0.82 -2.01 -1.52 -0.914
O -0.27 -2.07 -2.47 -0.367
C -1.43 -1.55 -2.07 0.491
C -1.56 -0.69 -0.84 -0.148
O -2.38 -1.74 -2.73 -0.498
H -0.09 -1.44 4.05 0.192
H -0.05 -2.84 5.12 0.458
H 0.56 -1.24 5.69 0.304
H 3.01 -3.37 3.48 0.283
H 2.71 -0.50 5.20 0.373
H 3.89 -1.64 4.55 0.404
H 2.93 -1.22 2.30 -0.079
H 3.69 1.32 5.02 0.036
H 3.93 3.17 4.37 0.051
H 5.40 1.80 3.90 0.065
H 5.24 2.95 -0.08 0.276
H 2.90 4.66 1.95 0.344
H 1.14 0.34 3.69 -0.010
H 0.45 -0.35 1.61 0.409
H 0.17 1.36 1.77 0.481
H 2.51 1.61 0.55 -0.409
H 1.01 1.42 -0.34 0.810
H 2.36 -1.18 0.35 0.169
H 3.36 -0.08 -0.55 0.299
H 2.43 -0.94 -2.36 0.404
H 1.07 0.08 -2.09 0.433
H 0.51 -2.22 -0.50 0.490
H 1.48 -2.82 -1.81 0.401
H -0.64 -0.26 -0.46 -0.306
H -2.30 0.08 -1.02 0.406
H -1.98 -1.32 -0.05 0.128
C 8.78 6.39 8.32 -1.092
C 7.63 7.37 8.40 -0.171
O 7.50 8.14 7.20 -0.387
C 6.95 7.50 6.16 0.764
O 6.56 6.36 6.17 -0.551
O 6.94 8.34 5.13 -0.359
C 6.46 7.76 3.90 -0.640
H 9.71 6.92 8.07 0.288
H 8.91 5.87 9.27 0.345
H 8.61 5.65 7.54 0.318
H 7.80 8.08 9.20 0.284
H 6.69 6.86 8.62 0.311
H 5.48 7.30 4.03 0.315
H 7.17 7.03 3.52 0.302
H 6.37 8.57 3.18 0.241
C -5.29 -1.73 -3.05 -0.737
C -6.67 -1.11 -3.12 -0.329
O -7.07 -0.86 -4.48 -0.340
C -7.46 -1.92 -5.18 0.722
O -7.54 -3.06 -4.77 -0.567
O -7.77 -1.52 -6.42 -0.271
C -8.13 -2.57 -7.31 -0.720
H -4.56 -1.12 -3.58 0.333
H -4.96 -1.84 -2.02 0.123
H -5.27 -2.72 -3.51 0.291
H -6.66 -0.14 -2.63 0.297
H -7.41 -1.73 -2.62 0.318
H -8.93 -3.18 -6.90 0.362
H -7.26 -3.19 -7.53 0.329
H -8.47 -2.11 -8.23 0.191
C -4.75 -3.93 0.70 -0.818
C -3.99 -4.45 1.90 -0.328
O -3.70 -3.41 2.84 -0.257
C -4.72 -3.03 3.61 0.695
O -5.84 -3.49 3.59 -0.578
O -4.30 -2.04 4.40 -0.251
C -5.31 -1.47 5.22 -0.685
H -4.22 -3.09 0.25 0.004
H -4.88 -4.72 -0.05 0.419
H -5.74 -3.57 0.99 0.334
H -3.02 -4.84 1.58 0.323
H -4.51 -5.27 2.39 0.339
H -5.82 -2.23 5.81 0.298
H -6.02 -0.92 4.61 0.297
H -4.82 -0.77 5.90 0.216
C 6.81 -5.71 1.38 -1.116
C 7.48 -4.87 0.30 -0.181
O 6.90 -3.57 0.21 -0.364
C 7.25 -2.70 1.17 0.721
O 8.02 -2.94 2.07 -0.572
O 6.61 -1.57 0.96 -0.291
C 6.81 -0.56 1.97 -0.328
H 5.74 -5.75 1.21 0.285
H 7.21 -6.72 1.38 0.362
H 6.97 -5.28 2.37 0.310
H 7.34 -5.34 -0.67 0.303
H 8.56 -4.79 0.47 0.311
H 7.88 -0.37 2.12 0.424
H 6.34 -0.86 2.90 0.201
H 6.34 0.35 1.62 -0.104
C -7.28 0.36 -9.37 -0.978
C -8.44 1.32 -9.17 -0.142
O -8.63 2.16 -10.32 -0.341
C -9.23 1.58 -11.36 0.759
O -9.63 0.44 -11.42 -0.560
O -9.30 2.48 -12.35 -0.344
C -9.85 1.97 -13.57 -0.633
H -6.37 0.90 -9.64 0.362
H -7.10 -0.20 -8.45 0.201
H -7.48 -0.35 -10.17 0.295
H -8.22 1.99 -8.35 0.310
H -9.36 0.79 -8.93 0.277
H -10.82 1.50 -13.40 0.293
H -9.16 1.26 -14.02 0.291
H -9.98 2.81 -14.24 0.224

Record 4
152
Properties=species:S:1:pos:R:3:mulliken_charge:R:1 method="wB97M-V/def2-TZVPD" orbital_gap_ev=8.2 largest_force_ev_per_a=12.69 multiplicity=1 e_homo_ha=-0.301 relative_energy_ev=32.218
O -2.40 1.53 -5.32 -0.915
P -1.07 2.14 -5.49 0.452
N -0.43 2.03 -7.11 0.162
C 0.93 2.55 -7.62 -0.808
C -1.37 1.92 -8.25 -1.070
N 0.23 1.53 -4.42 0.984
C 0.13 1.67 -2.96 -0.866
C 1.40 0.69 -4.85 -0.302
N -1.13 3.77 -5.25 0.503
C 0.06 4.56 -4.91 -1.226
C -2.31 4.65 -5.55 -1.207
H 0.86 3.63 -7.47 0.235
H 1.13 2.21 -8.63 0.369
H 1.67 2.16 -6.92 0.209
H -2.41 1.69 -8.00 0.331
H -0.92 1.54 -9.17 0.319
H -1.56 2.97 -8.46 0.399
H 0.47 0.76 -2.46 -0.735
H 0.67 2.54 -2.59 0.295
H -0.86 1.88 -2.56 0.103
H 2.20 1.39 -5.08 0.562
H 1.63 -0.22 -4.30 -0.850
H 1.31 0.33 -5.87 0.406
H -0.09 5.03 -3.94 0.387
H 0.94 3.92 -4.83 0.338
H 0.42 5.34 -5.58 0.357
H -3.08 4.20 -4.91 0.403
H -2.64 4.84 -6.56 0.225
H -2.18 5.58 -5.00 0.401
O 2.67 -2.34 1.95 -1.102
P 4.03 -2.73 1.49 -0.239
N 5.06 -1.42 1.08 0.326
C 6.29 -1.55 0.24 -1.296
C 5.13 -0.31 1.98 -1.020
N 4.03 -3.68 0.06 0.396
C 3.54 -5.10 0.35 -1.560
C 3.59 -3.21 -1.24 -2.217
N 4.93 -3.68 2.66 0.727
C 4.88 -3.38 4.13 -1.206
C 6.02 -4.68 2.35 -1.259
H 7.14 -1.32 0.88 0.464
H 6.28 -0.72 -0.47 0.509
H 6.46 -2.54 -0.19 0.237
H 5.41 -0.69 2.96 0.399
H 4.15 0.18 1.96 0.169
H 5.88 0.39 1.61 0.441
H 3.14 -5.68 -0.48 0.526
H 4.29 -5.77 0.75 0.300
H 2.72 -4.96 1.05 0.255
H 2.60 -3.55 -1.51 0.738
H 3.88 -2.17 -1.41 1.100
H 4.21 -3.82 -1.90 0.354
H 5.70 -2.78 4.52 0.292
H 3.96 -2.86 4.40 0.322
H 4.82 -4.36 4.59 0.398
H 6.88 -4.36 2.94 0.376
H 6.14 -4.78 1.28 0.356
H 5.91 -5.71 2.68 0.295
O 1.10 1.07 1.29 -0.939
P 0.02 0.12 0.97 0.101
N -0.68 0.19 -0.59 0.607
C -0.04 -0.49 -1.78 -0.935
C -1.55 1.35 -0.90 -1.315
N -1.34 0.25 2.00 1.098
C -1.42 1.20 3.07 -0.635
C -2.60 -0.44 1.64 -0.880
N 0.48 -1.52 1.27 2.207
C 1.15 -1.65 2.60 -1.065
C -0.21 -2.74 0.69 -0.839
H -0.15 0.00 -2.74 0.401
H -0.40 -1.51 -1.94 0.867
H 1.02 -0.63 -1.56 -0.463
H -1.89 1.35 -1.93 1.368
H -1.21 2.36 -0.67 0.899
H -2.37 1.44 -0.19 -0.782
H -0.48 1.75 3.00 -0.046
H -2.28 1.87 2.97 -0.707
H -1.50 0.61 3.98 0.024
H -3.29 0.23 1.14 0.092
H -2.62 -1.10 0.77 0.102
H -3.07 -0.83 2.54 0.436
H 1.44 -2.70 2.67 0.603
H 2.11 -1.13 2.66 -0.285
H 0.55 -1.27 3.43 -0.384
H -0.88 -2.43 -0.11 0.740
H -0.89 -3.11 1.46 0.072
H 0.56 -3.46 0.42 -1.059
O -4.61 5.62 2.01 -0.910
P -4.77 4.22 1.77 0.352
N -6.32 3.67 1.35 0.364
C -6.80 3.46 -0.01 -0.964
C -7.36 3.85 2.41 -1.136
N -4.47 3.25 3.16 0.317
C -3.37 3.69 4.04 -1.293
C -5.01 1.84 3.21 -0.967
N -3.86 3.62 0.44 0.609
C -3.16 2.33 0.30 0.622
C -3.44 4.46 -0.68 -1.216
H -7.00 4.43 -0.48 0.299
H -7.60 2.73 0.00 0.324
H -6.01 3.05 -0.65 0.243
H -7.94 2.95 2.60 0.350
H -8.13 4.57 2.14 0.391
H -6.86 4.14 3.34 0.324
H -3.09 2.92 4.76 0.394
H -2.42 3.84 3.52 0.319
H -3.69 4.58 4.57 0.424
H -5.85 1.70 3.89 0.441
H -5.47 1.44 2.31 0.378
H -4.36 1.06 3.63 0.273
H -3.70 1.53 -0.21 0.783
H -2.28 2.42 -0.34 -1.366
H -2.89 1.89 1.26 -0.834
H -3.86 5.47 -0.60 0.395
H -3.67 4.08 -1.67 0.375
H -2.38 4.67 -0.51 0.384
C -0.50 -2.18 5.20 -0.015
C -1.40 -1.52 6.16 0.068
N -2.07 -1.03 6.98 -0.488
H -0.95 -2.45 4.24 -0.059
H -0.18 -3.15 5.60 0.478
H 0.37 -1.60 4.90 0.429
C -1.12 -5.22 0.39 0.875
C -2.01 -5.73 -0.63 -0.003
N -2.83 -6.17 -1.38 -0.487
H -0.56 -6.12 0.65 0.359
H -1.64 -4.70 1.20 0.218
H -0.33 -4.50 0.17 -0.016
C 1.88 -4.79 3.10 0.911
C 2.47 -6.05 2.57 0.145
N 2.86 -7.07 2.26 -0.613
H 2.47 -4.29 3.87 0.195
H 0.95 -5.01 3.61 0.549
H 1.48 -4.21 2.27 -0.846
C 0.16 2.91 3.85 -0.876
C -0.45 3.32 2.54 0.138
N -0.96 3.61 1.57 -0.169
H -0.77 2.59 4.33 0.250
H 0.57 3.69 4.49 0.537
H 0.81 2.06 3.68 0.120
C 2.77 -0.74 -0.21 1.756
C 3.94 0.02 -0.57 -0.789
N 4.88 0.66 -0.86 -0.957
H 1.92 -0.10 -0.43 0.005
H 2.67 -0.87 0.86 -0.589
H 2.62 -1.61 -0.85 0.512
C 2.36 -2.54 -3.04 -0.393
C 1.45 -2.54 -1.95 1.035
N 0.75 -2.64 -1.08 -0.050
H 2.20 -1.68 -3.69 -0.427
H 2.30 -3.45 -3.63 0.396
H 3.34 -2.44 -2.58 0.300

Record 5
24
Properties=species:S:1:pos:R:3:nbo_charge:R:1 method="wB97M-V/def2-TZVPD" smiles=Cc1ccc(O)cc1.CC orbital_gap_ev=9.2 largest_force_ev_per_a=4.40 multiplicity=1 e_homo_ha=-0.305 relative_energy_ev=2.353
C 1.98 0.61 3.07 -0.604
C 0.55 0.98 3.39 -0.617
H 2.65 1.31 3.55 0.197
H 2.26 -0.43 3.46 0.198
H 2.17 0.63 2.00 0.206
H 0.06 0.40 2.59 0.206
H 0.20 0.65 4.44 0.208
H 0.36 2.09 3.19 0.205
C -0.90 -2.89 -1.32 -0.641
C -1.01 0.90 -0.48 -0.265
C -0.26 1.38 -1.60 0.294
C -1.18 -0.51 -0.39 -0.193
C -0.77 -1.35 -1.50 -0.037
C 0.08 0.62 -2.83 -0.297
C -0.21 -0.79 -2.65 -0.198
O -0.18 2.81 -1.63 -0.683
H -1.34 1.64 0.34 0.243
H -1.88 -0.91 0.24 0.203
H 0.32 1.08 -3.82 0.228
H 0.03 2.96 -2.63 0.471
H -1.22 -3.09 -0.27 0.227
H 0.09 -3.44 -1.76 0.229
H 0.00 -1.49 -3.34 0.199
H -1.81 -3.16 -2.03 0.218